Model P:
C4H14NO2 | ωB97M-V/def2-TZVPD

```
21
C4H14NO2 ωB97M-V/def2-TZVPD
O 0.463 1.976 0.999
C -0.347 0.851 1.371
C 0.362 -0.372 0.866
N 0.646 -0.086 -0.607
C 1.576 -1.060 -1.229
C -0.515 -1.607 1.041
H -0.085 2.763 0.934
H -0.369 0.771 2.453
H -1.345 0.930 0.961
H 1.333 -0.508 1.310
H 1.005 0.873 -0.578
H -0.283 -0.023 -1.036
H 1.674 -0.838 -2.281
H 2.551 -0.899 -0.776
H 1.250 -2.068 -0.981
H -0.757 -1.689 2.103
H -0.133 -2.575 0.702
H -1.466 -1.484 0.535
H -1.632 2.374 -1.597
H -2.242 1.253 -2.488
O -1.686 1.419 -1.704
```

As for the charge: +1. For the molar mass, the calculation gives 108.16 g/mol. The HOMO-LUMO gap comes out at 0.446 Ha.

***

Model Q:
C4H14NO2 | ωB97M-V/def2-TZVPD

```
21
C4H14NO2 ωB97M-V/def2-TZVPD
C 2.428 1.365 -0.400
C 2.450 -0.091 0.095
C 1.371 -0.863 -0.615
C 0.348 -1.348 0.090
N -0.997 -1.524 -0.483
H 1.436 1.604 -0.788
H 3.148 1.658 -1.164
H 2.591 2.071 0.414
H 2.244 -0.071 1.160
H 3.389 -0.549 -0.217
H 1.481 -1.119 -1.662
H 0.376 -1.493 1.155
H -1.138 -1.116 -1.406
H -1.176 -2.530 -0.601
H -1.745 -1.071 0.106
H -2.264 0.523 1.464
H -2.865 -0.615 2.292
O -2.216 -0.441 1.599
H -3.569 2.328 -0.212
H -2.442 1.557 -0.842
O -2.851 1.724 0.016
```

As for the charge: +1. For the molar mass, the calculation gives 108.16 g/mol. The HOMO-LUMO gap comes out at 0.385 Ha.

***

Least stable = model Q

***

Model P:
CH2FNO2 | ωB97M-V/def2-TZVPD

```
7
CH2FNO2 ωB97M-V/def2-TZVPD
C 1.321 0.093 0.064
N 0.528 0.952 0.398
O -1.382 0.818 -0.489
O -2.108 0.112 0.192
F -1.879 -1.424 -0.088
H 2.319 0.235 0.487
H 1.200 -0.785 -0.565
```

As for the charge: 0. For the molar mass, the calculation gives 79.03 g/mol. The HOMO-LUMO gap (alpha / beta) comes out at 0.276 / 0.276 Ha.

***

Model Q:
CH2FNO2 | ωB97M-V/def2-TZVPD

```
7
CH2FNO2 ωB97M-V/def2-TZVPD
O -2.150 -0.659 0.810
N -1.397 -1.040 -0.047
O -1.236 -2.133 -0.498
C -0.488 0.037 -0.633
F -0.997 1.178 -0.179
H 0.540 0.165 -0.270
H -0.431 0.005 -1.796
```

As for the charge: 0. As for the SMILES: O=[N+]([O-])CF. For the molar mass, the calculation gives 79.03 g/mol. The HOMO-LUMO gap comes out at 0.434 Ha.

***

Least stable = model P

***

Model P:
C4H12N2 | ωB97M-V/def2-TZVPD

```
18
C4H12N2 ωB97M-V/def2-TZVPD
C -0.211 -1.883 0.207
C 1.301 -1.700 0.364
C 2.016 0.496 0.670
N 1.780 -0.487 -0.215
H -0.534 -2.878 0.527
H -0.738 -1.120 0.786
H -0.503 -1.735 -0.834
H 1.798 -2.546 -0.144
H 1.543 -1.742 1.446
H 1.658 0.480 1.699
H 2.486 1.420 0.335
C -1.067 2.015 -0.820
N -2.193 1.077 -0.838
H -0.956 2.566 0.121
H -1.176 2.720 -1.641
H -0.149 1.447 -0.965
H -2.013 0.335 -0.173
H -3.042 1.536 -0.527
```

As for the charge: -1. As for the expectation value of S²: 0.75. The spin multiplicity is 2. For the molar mass, the calculation gives 88.15 g/mol. The HOMO-LUMO gap (alpha / beta) comes out at 0.127 / 0.278 Ha.

***

Model Q:
C4H12N2 | ωB97M-V/def2-TZVPD

```
18
C4H12N2 ωB97M-V/def2-TZVPD
N 2.444 2.187 -2.518
C -1.008 -1.982 2.186
C -1.042 -0.627 1.437
C -1.007 -0.760 -0.051
C -0.100 0.031 -0.813
N 0.177 1.520 -0.576
H 2.356 2.330 -3.515
H 3.126 1.460 -2.355
H -1.617 -2.706 1.648
H 0.024 -2.337 2.198
H -1.356 -1.856 3.215
H -0.159 -0.086 1.773
H -1.874 -0.057 1.898
H -1.933 -1.048 -0.565
H 0.215 -0.310 -1.788
H 0.827 0.546 -0.092
H -0.631 1.783 -0.002
H 1.560 1.910 -2.082
```

As for the charge: -1. As for the expectation value of S²: 0.76. The spin multiplicity is 2. For the molar mass, the calculation gives 88.15 g/mol. The HOMO-LUMO gap (alpha / beta) comes out at 0.186 / 0.226 Ha.

***

Least stable = model Q

***

Model P:
C7H9N3O | ωB97M-V/def2-TZVPD

```
20
C7H9N3O ωB97M-V/def2-TZVPD
C 3.793 -1.678 -0.305
C 2.577 -1.643 0.247
C 1.378 -1.390 0.718
C 0.673 -0.564 -0.078
C -0.660 -0.071 0.320
C -1.563 0.617 -0.488
C -2.878 1.002 0.098
N 4.804 -0.725 -0.174
N 4.454 0.537 0.207
N 3.314 1.233 -0.103
O 3.565 2.461 -0.044
H 4.085 -2.587 -0.797
H 1.071 -1.848 1.717
H 1.103 -0.228 -0.925
H -0.894 -0.366 1.294
H -1.359 0.870 -1.542
H -2.937 2.149 -0.139
H -3.737 0.371 -0.286
H -2.904 0.814 1.192
H 5.235 1.217 0.392
```

As for the charge: 0. For the molar mass, the calculation gives 151.17 g/mol. The HOMO-LUMO gap (alpha / beta) comes out at 0.187 / 0.186 Ha.

***

Model Q:
C7H9N3O | ωB97M-V/def2-TZVPD

```
20
C7H9N3O ωB97M-V/def2-TZVPD
C -1.827 -0.363 -1.083
C -3.253 0.283 0.364
C -1.099 -0.303 0.046
C 2.445 -1.611 0.352
C 1.238 -1.269 -0.112
C 0.738 1.427 -0.458
C 0.305 -0.288 0.458
N -3.200 -0.069 -0.873
N -2.020 0.121 1.005
N 2.023 1.693 -0.301
O -0.152 2.032 -0.972
H -1.481 -0.638 -2.031
H -4.225 0.484 0.952
H 2.945 -2.428 -0.189
H 2.811 -1.370 1.332
H 1.013 -1.694 -1.148
H 0.373 -0.029 1.525
H -1.723 0.396 2.009
H 2.706 1.056 -0.243
H 2.384 2.571 -0.635
```

As for the charge: 0. For the molar mass, the calculation gives 151.17 g/mol. The HOMO-LUMO gap comes out at 0.319 Ha.

***

Least stable = model P

***

Model P:
C2H3FSi | ωB97M-V/def2-TZVPD

```
7
C2H3FSi ωB97M-V/def2-TZVPD
C 0.505 -0.050 -0.001
C 1.802 0.575 0.110
F 2.764 -0.379 -0.065
Si -1.332 0.254 -0.007
H 0.606 -1.151 -0.048
H -2.299 -0.553 0.731
H -2.045 1.304 -0.721
```

As for the charge: 0. For the molar mass, the calculation gives 74.13 g/mol. The HOMO-LUMO gap (alpha / beta) comes out at 0.235 / 0.235 Ha.

***

Model Q:
C2H3FSi | ωB97M-V/def2-TZVPD

```
7
C2H3FSi ωB97M-V/def2-TZVPD
C -0.162 1.325 0.443
C -0.208 2.349 -0.521
F -0.177 3.604 -0.044
Si 0.232 -0.264 -0.279
H 0.180 1.433 1.464
H 0.373 -1.300 0.772
H 0.397 -0.642 -1.714
```

As for the charge: 0. For the molar mass, the calculation gives 74.13 g/mol. The HOMO-LUMO gap comes out at 0.248 Ha.

***

Least stable = model P

***

Model P:
C8H8Cl2N2 | ωB97M-V/def2-TZVPD

```
20
C8H8Cl2N2 ωB97M-V/def2-TZVPD
N -1.513 3.011 1.772
N -0.548 3.757 0.986
C -0.015 3.212 -0.092
C -0.511 2.082 -0.843
C 0.062 0.621 -0.360
C 0.897 0.560 0.734
C 1.340 -0.682 1.160
C 0.971 -1.905 0.542
Cl 1.764 -3.506 0.818
C 0.230 -1.819 -0.641
C -0.392 -0.574 -0.918
Cl -1.784 -0.486 -1.961
H -1.335 1.940 1.795
H -1.478 3.306 2.709
H 0.596 3.997 -0.610
H -1.645 2.183 -0.835
H -0.294 2.103 -1.995
H 1.485 1.500 0.997
H 2.184 -0.873 1.721
H -0.243 -2.634 -1.142
```

As for the charge: 0. As for the SMILES: N/N=C\Cc1ccc(Cl)cc1Cl. For the molar mass, the calculation gives 203.07 g/mol. The HOMO-LUMO gap comes out at 0.354 Ha.

***

Model Q:
C8H8Cl2N2 | ωB97M-V/def2-TZVPD

```
20
C8H8Cl2N2 ωB97M-V/def2-TZVPD
C -3.449 -1.262 -0.181
C -1.978 0.367 0.023
C 0.534 0.640 -0.037
C 0.698 -0.694 -0.036
C 2.056 -1.191 -0.023
C 3.174 -0.385 0.050
C 3.080 1.014 -0.100
C 1.727 1.638 -0.059
H -3.447 -2.097 0.660
H -3.993 -0.462 0.406
H -3.950 -1.522 -1.186
H -2.853 1.108 0.761
H -0.881 2.155 1.013
H -0.147 -1.336 -0.142
H 2.199 -2.223 -0.428
H 3.895 1.821 -0.103
N -2.075 -0.848 -0.277
N -0.755 1.083 -0.077
Cl 4.839 -1.063 -0.084
Cl 1.327 3.257 -0.180
```

As for the charge: 0. For the molar mass, the calculation gives 203.07 g/mol. The HOMO-LUMO gap comes out at 0.288 Ha.

***

Least stable = model Q

***

Model P:
C5H13N4 | ωB97M-V/def2-TZVPD

```
22
C5H13N4 ωB97M-V/def2-TZVPD
C -1.384 -1.747 -1.363
N -0.660 -0.918 -0.758
C 0.538 -0.192 -1.272
C 1.827 -0.691 -0.646
C 0.324 1.313 -1.052
N 0.413 1.591 0.421
C -0.719 1.080 1.272
N -0.405 0.232 2.136
N -1.225 -0.483 2.877
H -2.321 -1.929 -0.935
H -1.048 -2.102 -2.307
H 0.813 -0.229 -2.474
H 1.702 -0.991 0.450
H 2.513 0.111 -0.710
H 2.076 -1.652 -1.123
H 1.228 1.879 -1.502
H -0.607 1.608 -1.423
H 1.136 1.025 0.751
H 0.533 2.597 0.546
H -1.800 1.361 1.094
H -2.220 -0.587 2.689
H -0.713 -1.277 3.330
```

As for the charge: +1. As for the SMILES: C=N[C@H](C)C[NH2+]/C=N/N. For the molar mass, the calculation gives 129.19 g/mol. The HOMO-LUMO gap comes out at 0.364 Ha.

***

Model Q:
C5H13N4 | ωB97M-V/def2-TZVPD

```
22
C5H13N4 ωB97M-V/def2-TZVPD
C 1.128 -1.535 -1.385
C -0.657 1.323 0.411
C 1.713 1.580 -0.271
C -2.483 -0.976 0.410
C 0.719 1.557 0.933
N 1.419 -1.977 -2.518
N -1.578 2.093 0.702
N -0.840 0.409 -0.641
N -1.704 -0.483 -0.719
H 1.321 -2.176 -0.556
H 2.650 1.664 0.215
H 1.576 2.374 -0.929
H 1.690 0.668 -0.854
H -2.106 -2.005 0.380
H -2.358 -0.244 1.127
H -3.514 -0.912 0.224
H 0.839 2.568 1.411
H 0.956 0.782 1.575
H 1.894 -2.882 -2.778
H -2.586 1.977 0.533
H 1.382 -1.345 -3.329
H -1.760 -0.887 -1.660
```

As for the charge: +1. For the molar mass, the calculation gives 129.19 g/mol. The HOMO-LUMO gap (alpha / beta) comes out at 0.241 / 0.241 Ha.

***

Model R:
C5H13N4 | ωB97M-V/def2-TZVPD

```
22
C5H13N4 ωB97M-V/def2-TZVPD
C -0.245 -1.825 -0.669
N -0.268 -0.699 0.255
C -1.206 0.333 -0.210
C -2.247 0.715 0.916
C -0.461 1.547 -0.697
N 0.806 1.566 -0.613
C 1.462 0.538 0.025
N 1.755 0.635 1.366
N 2.372 -0.255 -0.884
H 0.447 -2.609 -0.317
H -1.112 -2.295 -0.892
H 0.287 -1.561 -1.734
H -0.226 -0.876 1.216
H -1.691 0.159 -1.165
H -3.151 0.188 0.708
H -2.303 1.754 0.943
H -1.689 0.378 1.733
H -0.926 2.329 -1.099
H 1.397 1.363 2.020
H 2.413 -0.104 1.658
H 2.361 -1.233 -0.677
H 2.223 -0.046 -1.882
```

As for the charge: +1. As for the SMILES: CN[C@@H](C)/C=N\C(N)=[NH2+]. For the molar mass, the calculation gives 129.19 g/mol. The HOMO-LUMO gap comes out at 0.392 Ha.

***

Least stable = model Q

***

Model P:
C4H8NO | ωB97M-V/def2-TZVPD

```
14
C4H8NO ωB97M-V/def2-TZVPD
C 0.542 -1.728 -1.088
C 1.010 0.307 0.305
C -1.090 -0.281 0.176
C -0.464 0.972 0.753
N 0.207 -0.760 -0.378
O -0.742 2.079 0.106
H -0.219 -2.300 -1.505
H 1.583 -1.944 -1.592
H 1.641 0.819 -0.415
H 1.881 -0.122 0.945
H -1.606 -1.022 0.911
H -1.861 -0.030 -0.643
H -0.346 1.027 1.789
H -0.537 2.983 0.635
```

As for the charge: +1. As for the expectation value of S²: 2.01. The spin multiplicity is 3. For the molar mass, the calculation gives 86.11 g/mol. The HOMO-LUMO gap (alpha / beta) comes out at 0.213 / 0.206 Ha.

***

Model Q:
C4H8NO | ωB97M-V/def2-TZVPD

```
14
C4H8NO ωB97M-V/def2-TZVPD
C 0.984 1.911 -0.851
C -0.519 -1.209 0.166
C 0.824 -0.318 0.157
C -1.539 -0.097 0.388
N 0.289 0.975 -0.358
O -1.013 1.040 -0.202
H 0.569 2.768 -1.554
H 2.046 1.530 -0.935
H -0.685 -1.666 -0.886
H -0.433 -1.983 0.990
H 1.367 -0.280 1.091
H 1.711 -0.606 -0.527
H -2.509 -0.087 -0.092
H -1.695 0.101 1.444
```

As for the charge: +1. As for the expectation value of S²: 2.01. The spin multiplicity is 3. For the molar mass, the calculation gives 86.11 g/mol. The HOMO-LUMO gap (alpha / beta) comes out at 0.331 / 0.311 Ha.

***

Least stable = model P